Molecular formula: C8H17NO4P
Method: DFT, ωB97M-V with the def2-TZVPD basis set

Cartesian coordinates (Å):
C: 1.4846 2.1801 0.4691
C: 1.5523 0.7155 0.9392
C: 2.8370 2.3729 -0.2454
C: 2.3624 -0.1548 -0.0720
C: 3.1370 -1.3204 0.6810
C: 1.3913 -0.8115 -1.1423
C: -3.7868 -2.4563 0.4688
C: -3.7402 1.3500 -1.1492
N: 3.3147 0.8306 -0.5737
O: 4.3667 0.5067 -1.1827
O: -1.5698 -0.8437 0.9366
O: -4.1287 -1.1224 0.7508
O: -2.7143 0.7159 -0.5191
P: -2.7719 -0.0108 1.0628
H: 0.7368 2.3958 -0.3008
H: 1.3027 2.8469 1.3842
H: 2.0673 0.7458 1.8988
H: 0.5701 0.3541 1.1366
H: 3.5994 3.0050 0.0135
H: 2.4946 -2.1480 1.0827
H: 3.7637 -0.9370 1.5152
H: 3.7327 -1.9076 -0.0883
H: 0.5132 -1.1146 -0.6122
H: 1.8582 -1.4461 -1.9391
H: 1.0333 0.1401 -1.7156
H: -2.6646 -2.5967 0.5391
H: -4.4818 -2.8083 -0.4353
H: -4.1521 -3.1373 1.2101
H: -3.4260 2.3603 -1.4181
H: -4.6547 1.4754 -0.5515
H: -4.0271 0.8204 -2.1430

Results
**Energy above the lowest of the compared OMol25 structures with the same formula, charge and spin**: 114.4 kcal per mole
**Charge**: -1
**E_HOMO (spin up / spin down)**: -0.14416 / -0.14416 hartree
**E_LUMO (spin up / spin down)**: 2.740 / 3.334 eV
**Orbital gap (spin up / spin down)**: 6.663 / 7.257 eV

Results of the Mulliken charge analysis, in e, for atoms 1 through 8:
1 C -0.44
2 C -0.65
3 C -0.56
4 C 0.99
5 C -1.47
6 C -1.24
7 C -0.42
8 C -0.69

Molecular formula: C8H17NO5S
Method: DFT, ωB97M-V with the def2-TZVPD basis set

Cartesian coordinates (Å):
C: -1.8990 1.1281 1.6977
N: -2.5129 -0.1419 1.2823
C: -3.1993 -0.0711 0.0063
C: -2.2961 -0.1259 -1.2085
O: -2.7252 0.0743 -2.3070
O: -0.9828 -0.3861 -0.9908
C: -0.6436 -1.7812 -0.9305
C: 0.1482 -2.0907 0.3217
C: 1.2981 -1.1163 0.6167
C: 2.1233 -0.6468 -0.5835
C: 2.9106 0.6313 -0.2688
S: 1.9354 2.1021 -0.4821
O: 1.2902 2.4289 0.7528
O: 1.1844 2.0049 -1.6935
O: 3.0647 3.2108 -0.6722
H: -2.2973 1.4625 2.6574
H: -2.0764 1.9156 0.9639
H: -0.8199 1.0266 1.8083
H: -3.1685 -0.4519 1.9837
H: -3.8594 -0.9378 -0.0877
H: -3.8328 0.8167 -0.0964
H: -1.5450 -2.3928 -0.9981
H: -0.0480 -2.0097 -1.8192
H: 0.5086 -3.1217 0.2692
H: -0.5381 -2.0508 1.1705
H: 0.9118 -0.2665 1.1778
H: 1.9806 -1.6414 1.2922
H: 2.8594 -1.4082 -0.8493
H: 1.5141 -0.4665 -1.4680
H: 3.2671 0.6381 0.7618
H: 3.7833 0.7134 -0.9196
H: 3.6645 2.9538 -1.3874

Results
**Energy above the lowest of the compared OMol25 structures with the same formula, charge and spin**: 0.0 kcal per mole
**E_HOMO**: -0.33295 hartree
**E_LUMO**: 0.327 eV
**Orbital gap**: 9.388 eV
**SMILES**: CNCC(=O)OCCCCCS(=O)(=O)O

Results of the Mulliken charge analysis, in e, for atoms 1 through 8:
1 C -0.77
2 N -0.19
3 C -0.72
4 C 0.49
5 O -0.59
6 O -0.22
7 C -0.69
8 C -0.70

Molecular formula: C8H18BNO2
Method: DFT, ωB97M-V with the def2-TZVPD basis set

Cartesian coordinates (Å):
B: 0.4876 1.5019 -0.1980
C: -1.6089 0.3450 -0.7264
C: -0.7363 -0.7743 -2.8094
C: 2.8251 -0.7233 0.8943
C: -1.3830 -0.5798 2.2338
C: -1.5644 -0.9487 -1.4706
C: 1.4077 -0.9047 0.3148
C: -0.1259 0.2358 1.9934
C: 0.5036 0.2594 0.7183
N: -2.4573 1.1718 -0.4492
O: 1.3482 1.4405 -1.2986
O: 0.0225 2.7453 0.3722
H: -0.4718 -1.6363 -3.3580
H: 0.3135 -0.4518 -2.5098
H: -1.1454 -0.1285 -3.5530
H: 3.3615 -1.6302 0.6985
H: 2.8814 -0.5551 1.9522
H: 3.3434 0.0934 0.2975
H: -1.0750 -1.6230 2.3559
H: -2.1453 -0.3508 2.8544
H: -1.7126 -0.6719 1.1181
H: -1.1357 -1.7638 -0.8334
H: -2.5849 -1.2594 -1.7736
H: 1.4276 -1.0239 -0.7685
H: 0.8564 -1.6574 0.8053
H: 0.6045 -0.1145 2.7650
H: -0.3666 1.3239 2.2468
H: -2.0176 1.9392 0.1890
H: 1.0710 2.1443 -1.9734
H: 0.0766 3.5968 -0.0875

Results
**Energy above the lowest of the compared OMol25 structures with the same formula, charge and spin**: 89.7 kcal per mole
**E_HOMO (spin up / spin down)**: -0.26660 / -0.26712 hartree
**E_LUMO (spin up / spin down)**: 0.301 / 0.287 eV
**Orbital gap (spin up / spin down)**: 7.556 / 7.556 eV

Results of the Mulliken charge analysis, in e, for atoms 1 through 8:
1 B 0.96
2 C 0.03
3 C -1.15
4 C -1.34
5 C -1.04
6 C -0.26
7 C -0.63
8 C -0.59

Molecular formula: C8H18Cl3FeN2S4Si
Method: DFT, ωB97M-V with the def2-TZVPD basis set

Cartesian coordinates (Å):
Fe: -0.2217 0.3232 -0.4296
C: 3.7942 1.0011 0.2769
C: 3.6360 -0.2170 -0.6261
S: 1.9597 -0.7765 -1.0815
C: 1.7267 -2.3108 -0.1688
C: 1.5611 -2.1267 1.3324
S: 0.1286 -1.0769 1.6910
C: 0.8049 0.2027 2.7863
C: 1.7041 1.2516 2.1429
S: 3.4493 0.7564 2.0297
H: 3.2220 1.8510 -0.0942
H: 4.8446 1.2932 0.2259
H: 4.1189 -1.0883 -0.1812
H: 4.1221 -0.0271 -1.5834
H: 2.5509 -2.9857 -0.4029
H: 0.8286 -2.7501 -0.6080
H: 2.4408 -1.6631 1.7738
H: 1.4115 -3.0989 1.8020
H: 1.3106 -0.3093 3.6057
H: -0.0798 0.6824 3.2057
H: 1.6265 2.1825 2.7044
H: 1.3805 1.4835 1.1281
C: -5.3490 -0.2409 -0.4866
N: -4.0338 -0.8618 -0.5245
C: -3.0976 -0.5725 -1.4118
N: -3.3328 0.3832 -2.3064
S: -1.6135 -1.4588 -1.4169
H: -5.9016 -0.6550 0.3506
H: -5.9027 -0.4454 -1.4042
H: -5.2607 0.8357 -0.3325
H: -3.8058 -1.5985 0.1231
H: -4.1794 0.9269 -2.3207
H: -2.6387 0.5661 -3.0093
Cl: -1.3709 3.1756 -3.2118
Si: 0.0112 2.0421 -2.2137
Cl: -1.3985 1.9371 0.5330
Cl: 1.5536 3.3692 -1.8973

Results
**2S+1**: 5
**Energy above the lowest of the compared OMol25 structures with the same formula, charge and spin**: 0.0 kcal per mole
**Charge**: +1
**E_HOMO (spin up / spin down)**: -0.42371 / -0.42960 hartree
**E_LUMO (spin up / spin down)**: -3.675 / -4.064 eV
**Orbital gap (spin up / spin down)**: 7.855 / 7.626 eV

Results of the Mulliken charge analysis, in e, for atoms 1 through 8:
1 Fe 0.68
2 C -0.41
3 C -0.72
4 S -0.02
5 C -0.82
6 C -0.50
7 S -0.09
8 C -0.78

Molecular formula: C8H18Cl8O3S3
Method: DFT, ωB97M-V with the def2-TZVPD basis set

Cartesian coordinates (Å):
C: 0.9860 -0.5608 -0.7098
S: -0.2864 -1.8190 -0.6977
O: 0.1418 -2.7636 0.3651
C: -1.5427 -0.7901 0.0787
H: 1.9018 -1.0360 -1.0606
H: 1.1411 -0.2626 0.3276
H: 0.7465 0.2975 -1.3345
H: -2.3782 -1.4335 0.3371
H: -1.8356 0.0288 -0.5780
H: -1.0717 -0.3376 0.9514
C: -3.7586 -0.5740 -2.8621
S: -4.5173 0.8519 -2.0716
O: -4.0274 2.0449 -2.7989
C: -6.1903 0.5737 -2.6932
H: -3.9933 -1.4525 -2.2547
H: -2.6858 -0.4090 -2.8269
H: -4.1353 -0.6928 -3.8739
H: -6.6946 -0.2282 -2.1536
H: -6.1303 0.3311 -3.7523
H: -6.7130 1.5124 -2.5283
C: 2.6417 -0.3610 4.8780
S: 1.6653 -0.3487 3.3785
O: 1.9858 0.9408 2.7074
C: 2.5356 -1.6601 2.5321
H: 3.6554 -0.0403 4.6377
H: 2.6638 -1.3664 5.2989
H: 2.1611 0.3343 5.5601
H: 2.7961 -2.4383 3.2468
H: 3.4265 -1.2468 2.0571
H: 1.8733 -2.0508 1.7580
C: 5.3353 -0.5267 -0.9886
Cl: 4.2027 0.5316 -0.1508
Cl: 5.3840 -2.0987 -0.1939
Cl: 4.7883 -0.7453 -2.6617
Cl: 6.9404 0.1946 -0.9994
C: -0.1929 3.5071 -0.1959
Cl: -0.1741 5.1693 0.4444
Cl: -1.5051 2.6217 0.6039
Cl: -0.4878 3.5519 -1.9239
Cl: 1.3480 2.7514 0.1476

Results
**Energy above the lowest of the compared OMol25 structures with the same formula, charge and spin**: 0.0 kcal per mole
**E_HOMO**: -0.32926 hartree
**E_LUMO**: 0.257 eV
**Orbital gap**: 9.217 eV

Results of the Mulliken charge analysis, in e, for atoms 1 through 8:
1 C -0.34
2 S 0.41
3 O -0.64
4 C -0.52
5 H 0.28
6 H -0.27
7 H 0.46
8 H 0.40

Molecular formula: C8H18F2NO5PS
Method: DFT, ωB97M-V with the def2-TZVPD basis set

Cartesian coordinates (Å):
O: 0.6433 -0.7842 2.7010
P: 1.1328 -0.0429 1.5427
N: 0.9360 -0.8810 -0.0130
F: 0.0025 -1.9037 0.1540
S: 2.3259 -1.5216 -0.6811
O: 2.9049 -2.5608 0.0807
O: 3.0630 -0.3924 -1.1109
F: 1.6576 -2.1799 -1.9054
H: 2.5030 0.2459 1.4514
H: 0.4846 1.1557 1.2347
C: -3.2117 0.5772 5.8349
C: -1.7953 0.5078 6.4040
C: -0.9570 0.5837 5.1351
O: -1.7000 1.3903 4.2135
C: -3.0320 1.5702 4.6933
H: -3.9592 0.9017 6.5577
H: -3.5102 -0.3984 5.4462
H: -1.6037 1.3704 7.0459
H: -1.5999 -0.3968 6.9782
H: -0.7930 -0.4025 4.6975
H: 0.0165 1.0511 5.2924
H: -3.1533 2.6003 5.0468
H: -3.7262 1.4065 3.8677
C: 1.6636 0.3554 -6.4471
C: 1.8567 -0.7248 -5.3843
C: 0.6133 -0.5294 -4.5258
O: -0.4117 -0.0640 -5.4026
C: 0.1557 0.3057 -6.6598
H: 2.2227 0.1715 -7.3635
H: 1.9604 1.3297 -6.0536
H: 1.8489 -1.7147 -5.8452
H: 2.7791 -0.6187 -4.8149
H: 0.7885 0.2230 -3.7479
H: 0.2744 -1.4486 -4.0470
H: -0.1118 -0.4452 -7.4112
H: -0.2684 1.2633 -6.9643

Results
**E_HOMO**: -0.34495 hartree
**E_LUMO**: 0.145 eV
**Orbital gap**: 9.532 eV
**SMILES**: O=[PH2]N(F)S(=O)(=O)F.C1CCOC1.C1CCOC1

Results of the Mulliken charge analysis, in e, for atoms 1 through 8:
1 O -0.50
2 P 0.41
3 N 0.12
4 F -0.20
5 S 1.13
6 O -0.53
7 O -0.52
8 F -0.15

Molecular formula: C8H18F2P
Method: DFT, ωB97M-V with the def2-TZVPD basis set

Cartesian coordinates (Å):
C: 2.0230 3.0250 -1.1916
C: -0.3369 2.9223 -0.5052
C: -1.4304 -2.1871 -0.3647
C: 0.6293 -3.1856 0.5981
C: -1.2270 -2.7229 2.1780
C: 1.3717 2.0159 1.1444
C: 1.0700 3.0506 -0.0012
C: -0.6404 -2.5521 0.8654
F: 1.4243 -0.5636 1.7910
F: 0.8632 -0.3088 -0.4247
P: 0.3991 0.3993 0.9556
H: 2.7408 3.8106 -1.2409
H: 1.5016 3.0411 -2.1215
H: 2.5193 2.0791 -1.2458
H: -0.7245 3.8843 -0.8471
H: -1.0889 2.5346 0.2563
H: -0.4634 2.1248 -1.2890
H: -2.1996 -1.4251 -0.2744
H: -2.0371 -3.0590 -0.3389
H: -0.9238 -2.0875 -1.3603
H: 0.8562 -4.0549 1.2755
H: 1.4748 -2.5823 0.8258
H: 0.7248 -3.2580 -0.4812
H: -0.7973 -1.9449 2.7896
H: -2.2674 -2.4679 2.0552
H: -1.1420 -3.6295 2.6457
H: 2.3920 1.9469 1.3564
H: 1.0060 2.4191 2.0129
H: 1.2934 3.9159 0.5919

Results
**Energy above the lowest of the compared OMol25 structures with the same formula, charge and spin**: 0.0 kcal per mole
**Charge**: +1
**E_HOMO**: -0.47952 hartree
**E_LUMO**: -5.787 eV
**Orbital gap**: 7.262 eV

Results of the Mulliken charge analysis, in e, for atoms 1 through 8:
1 C -1.39
2 C -1.58
3 C -1.51
4 C -1.13
5 C -1.16
6 C -1.26
7 C 0.80
8 C 1.22

Molecular formula: C8H18FN2
Method: DFT, ωB97M-V with the def2-TZVPD basis set

Cartesian coordinates (Å):
C: 2.1982 -1.1695 0.5141
C: 1.5085 2.9831 -0.2779
C: -2.9732 0.3023 0.6534
C: -1.0218 -2.1005 0.5884
C: 0.4259 1.9160 -0.5163
C: -2.4105 -0.2348 -0.6566
C: 0.6939 0.6974 0.2854
C: -1.2624 -1.1455 -0.4966
N: 3.0157 -2.0656 -0.0671
N: 1.6407 -0.1760 -0.1496
F: -0.5707 -1.4007 -1.6236
H: 2.0239 -1.2525 1.5763
H: 1.2838 3.8713 -0.8600
H: 1.5437 3.2594 0.7721
H: 2.4888 2.6158 -0.5726
H: -2.1979 0.7919 1.2364
H: -3.4128 -0.4920 1.2496
H: -3.7527 1.0272 0.4425
H: -1.4622 -3.0712 0.3429
H: -1.4532 -1.7484 1.5197
H: 0.0539 -2.2762 0.7086
H: -0.5396 2.3360 -0.2313
H: 0.3915 1.6704 -1.5795
H: -3.2054 -0.7798 -1.1881
H: -2.1242 0.5877 -1.3192
H: 0.4732 0.6776 1.3390
H: 3.5098 -2.7394 0.4894
H: 3.2637 -1.9897 -1.0403
H: 1.8711 -0.0943 -1.1392

Results
**Energy above the lowest of the compared OMol25 structures with the same formula, charge and spin**: 1.5 kcal per mole
**Charge**: +1
**E_HOMO (spin up / spin down)**: -0.38963 / -0.41162 hartree
**E_LUMO (spin up / spin down)**: -4.010 / -3.124 eV
**Orbital gap (spin up / spin down)**: 6.593 / 8.077 eV

Results of the Mulliken charge analysis, in e, for atoms 1 through 8:
1 C 0.01
2 C -1.28
3 C -1.31
4 C -0.97
5 C -0.64
6 C -0.20
7 C -0.30
8 C 0.51